C41H67F2GdN2O2S3 as an isolated structure, computed with ωB97M-V/def2-TZVPD.

Properties
Charge: 0
Multiplicity: 8
LUMO energy (spin up / spin down), eV: -1.19 / -0.27

```
118
Properties=species:S:1:pos:R:3:mulliken_charge:R:1
C 5.11 -4.88 3.26 0.097
H 4.03 -1.21 4.36 0.348
H -0.07 -1.20 -5.18 0.263
H 2.97 -1.29 1.77 -0.107
H 1.11 0.87 -5.99 0.350
H 1.79 -3.88 0.00 0.390
H 3.08 -0.03 5.33 0.380
H 0.48 -1.23 3.34 -0.033
C -1.80 -6.47 -0.60 -0.654
C -3.05 1.77 -2.88 -0.985
H -2.94 -2.59 3.30 0.335
H 0.88 -5.09 0.87 0.487
O -0.84 -0.58 -1.49 -0.045
C -1.11 0.52 -2.22 0.657
C -0.72 2.34 0.67 -0.854
C -0.57 -1.55 3.57 -0.968
H 0.93 -6.69 -0.91 0.130
C -1.05 -5.96 -3.37 0.206
H 3.53 5.47 3.49 0.342
C 1.33 1.15 -4.97 -2.221
C 0.79 0.28 -3.84 2.934
C 1.91 0.24 -2.80 -1.939
H 2.13 1.22 -2.39 0.484
C -2.49 1.39 2.13 -1.071
H 1.57 -0.35 -1.91 0.100
H -0.63 -1.40 4.64 0.391
C -0.57 0.69 -3.51 -0.702
H -0.62 -2.61 3.46 0.539
H -1.24 3.32 0.68 0.525
H -5.13 3.30 -4.09 0.327
H -3.61 1.14 1.98 0.487
H 4.61 2.10 2.98 0.378
H -2.60 0.61 4.12 0.536
H 4.64 1.39 4.71 0.283
N -1.75 1.26 0.79 1.311
C 0.39 3.56 2.50 -0.466
H 1.25 7.20 3.94 0.379
C 3.10 -0.56 4.40 -1.259
H 0.48 -1.94 -3.69 0.218
H 1.66 -1.49 -4.81 0.489
H 2.43 1.23 -4.88 0.446
H 2.86 -0.15 -3.21 0.547
H -2.40 2.40 2.49 0.382
C 4.54 1.20 3.63 -1.753
H -2.00 -4.86 0.70 0.508
C -1.94 0.54 3.27 -0.973
C 0.38 -6.41 -3.55 -0.672
C 0.71 -1.17 -4.39 -1.658
H -2.77 -4.53 -0.79 0.449
H -2.63 -6.98 -0.08 0.381
C -2.73 1.45 -0.38 -1.864
H -2.73 -2.14 1.62 0.194
H -5.17 0.59 -4.66 0.326
H -5.37 1.14 -6.32 0.429
H -0.24 2.23 -0.36 0.220
C -1.45 1.16 -4.53 -0.140
H 4.26 -5.37 2.84 0.209
C -2.24 1.34 -1.79 0.351
H -3.55 4.13 -4.48 0.328
C 1.54 -5.79 -1.06 -0.618
C 1.34 3.77 3.49 -0.236
H -0.23 4.42 2.25 0.310
C 3.09 5.20 4.48 -1.612
H 5.40 0.55 3.33 0.506
H -3.46 0.63 -0.21 0.405
H -3.61 2.37 -7.48 0.417
H 3.28 5.96 5.21 0.452
H 4.63 -0.49 1.90 0.585
C 3.28 0.46 3.17 2.152
C -3.65 2.08 -5.31 1.921
H 3.60 4.30 4.78 0.395
S -0.48 -3.83 -0.64 0.263
H -0.07 4.32 5.43 0.318
H -4.09 2.18 -2.68 0.017
F 5.19 -3.59 2.77 -0.110
C 3.56 -0.29 1.86 -1.357
C -2.89 2.39 -6.62 -1.776
H 2.62 2.58 4.85 0.604
H 0.60 -6.34 -4.60 0.354
C 2.12 1.47 3.07 -1.302
H -3.22 2.42 -0.29 0.492
C 1.17 1.32 1.98 0.156
C 0.30 2.42 1.71 0.137
H 3.46 0.37 0.98 0.242
C -2.71 1.69 -4.21 0.383
H 0.68 5.75 6.14 0.510
S 1.59 -5.32 -2.78 -0.066
C 2.08 2.60 3.88 -0.231
H -3.85 -1.09 2.52 0.259
F 4.77 -4.75 4.61 -0.204
H -4.03 0.06 -5.92 0.354
H 2.20 -1.14 4.34 0.116
C 1.06 -4.71 -0.13 -0.811
H -0.18 6.18 3.45 0.324
S -2.19 -6.88 -2.30 -0.158
Gd -0.70 -1.12 0.60 -0.552
H -1.64 -5.90 -4.37 0.351
H 0.96 2.16 -4.82 0.436
C -4.32 3.41 -4.88 -1.619
C -4.61 0.91 -5.53 -1.653
H -0.97 -5.01 -2.91 -0.372
H 1.53 4.19 6.32 0.255
C 0.93 6.20 3.52 -1.838
H -0.98 1.02 3.69 0.133
H -4.86 3.86 -5.72 0.437
H 2.55 -5.99 -0.73 0.475
H 1.31 6.30 2.48 0.390
C 1.53 5.04 4.29 2.180
C -2.89 -1.68 2.62 -0.651
C 0.86 4.80 5.65 -1.612
H 0.60 -7.50 -3.33 0.363
O 1.04 0.18 1.26 -0.190
H -0.92 -6.99 -0.28 0.316
H -2.32 3.31 -6.61 0.331
H -1.03 1.17 -5.55 0.059
H -2.28 1.51 -6.92 0.426
N -1.70 -0.86 2.83 0.526
C -1.89 -4.90 -0.34 -1.147
```

***

A 12-piece molecular cluster, C4H32NO12S overall, computed with ωB97M-V/def2-TZVPD.

Properties
Charge: -1
Energy above the lowest of the compared OMol25 structures with the same formula, charge and spin, kcal/mol: 87.51
LUMO energy, eV: 2.16

```
50
Properties=species:S:1:pos:R:3:mulliken_charge:R:1
O -1.97 3.33 1.28 -0.694
H 0.52 -1.33 1.97 0.339
O 3.86 -2.70 1.74 -0.647
H -1.93 -3.40 -3.51 0.305
C 0.78 1.37 -0.23 0.897
H -0.79 2.88 -1.73 0.347
H 2.77 2.02 -0.64 0.319
H 0.84 -0.71 -0.23 0.098
O 0.61 -1.15 -5.03 -0.639
H 2.35 3.02 2.04 0.342
O 2.90 2.57 2.70 -0.655
O -0.26 2.70 3.84 -0.621
H -3.59 -3.50 -1.32 0.302
O -1.11 -2.98 -3.80 -0.670
H 0.33 -3.52 0.31 0.261
H -0.47 0.15 1.91 0.302
H 3.39 1.94 2.16 0.316
H -1.87 -1.49 0.56 0.345
H 4.14 -1.85 2.09 0.314
H -1.30 0.47 -0.54 -0.075
H -0.25 -1.47 -4.75 0.324
H 0.56 2.34 3.49 0.362
O -3.28 -2.71 -1.76 -0.635
O 0.44 -1.35 -2.12 -0.538
C 0.52 -0.27 1.69 -0.923
O -1.38 2.31 -1.18 -0.660
H -2.10 -0.37 4.50 0.302
H 3.41 -2.55 0.91 0.324
O -0.25 -2.94 -0.18 -0.631
C 1.88 1.74 -1.20 -0.816
H 0.73 2.02 0.64 -0.327
H -3.23 -0.63 0.29 0.355
H 1.32 0.01 2.39 0.322
H -1.21 0.86 4.41 0.351
H -0.61 3.28 3.15 0.252
H -0.59 -3.13 -2.99 0.323
H 2.12 0.83 -1.75 0.146
H 0.52 -0.20 -5.21 0.324
N 1.13 0.03 0.39 -0.031
H -0.37 -1.03 -2.51 0.307
O -1.97 0.50 4.89 -0.645
H -0.24 0.80 -1.89 0.791
H -2.89 -2.19 -1.02 0.414
O -2.83 -1.45 0.60 -0.764
H 0.26 -2.14 -0.38 0.218
H -1.92 3.14 0.32 0.491
S 1.38 3.16 -2.24 -0.563
H 1.26 -1.15 -2.60 0.221
H -1.06 3.59 1.47 0.250
C -0.56 1.17 -0.93 -1.031
```

***

C5H9NO as an isolated structure, computed with ωB97M-V/def2-TZVPD.

Properties
Charge: 0
Energy above the lowest of the compared OMol25 structures with the same formula, charge and spin, kcal/mol: 87.91
LUMO energy, eV: 0.95

```
16
Properties=species:S:1:pos:R:3:mulliken_charge:R:1
H 1.06 0.48 1.50 0.404
H 0.42 -1.63 1.18 0.327
H 1.49 -0.91 -1.20 0.281
H -1.22 -0.23 1.79 0.313
O 1.44 -1.56 1.25 -0.621
C -0.03 0.63 -1.16 -0.155
H -2.18 0.14 -0.81 0.436
H -1.19 2.27 -0.75 0.255
H -1.26 -1.61 0.69 0.421
C -0.83 -0.58 0.83 -1.144
N -0.62 1.60 -0.24 -0.572
C 1.24 0.01 -0.64 -0.821
C 0.92 -0.34 0.80 0.099
H -0.13 0.79 -2.23 0.444
H 2.10 0.68 -0.69 0.313
C -1.21 0.27 -0.34 0.019
```

***

A 2-piece molecular cluster, C5H11NO overall, computed with ωB97M-V/def2-TZVPD.

Properties
Charge: 0
Energy above the lowest of the compared OMol25 structures with the same formula, charge and spin, kcal/mol: 114.33
LUMO energy, eV: 0.87

```
18
Properties=species:S:1:pos:R:3:mulliken_charge:R:1
H -2.50 1.17 1.51 0.356
C 1.69 0.36 0.23 -0.593
H 2.54 -0.30 0.37 0.293
H -0.49 -1.80 1.41 0.252
H 0.17 -1.33 -1.53 0.086
O -1.00 0.79 2.80 -0.513
N 0.49 -0.11 0.43 0.034
H -1.27 0.59 -0.59 0.416
H 1.58 -1.37 -2.61 0.264
C -0.91 0.32 0.41 0.197
H -0.06 -1.70 -3.25 0.329
H 0.41 -0.04 -2.75 0.218
H -1.12 2.27 1.34 0.262
C 0.52 -1.11 -2.54 -0.878
C -1.40 1.22 1.53 -0.760
C -0.42 -1.04 0.65 -0.545
H 1.80 1.35 -0.19 0.275
H -0.03 0.71 2.79 0.307
```

***

An isolated molecule of C6H14O2, computed with ωB97M-V/def2-TZVPD.

Properties
Charge: 0
Energy above the lowest of the compared OMol25 structures with the same formula, charge and spin, kcal/mol: 29.59
LUMO energy, eV: 0.84
Structure (SMILES): CC[C@H](C)CC(O)O

```
22
Properties=species:S:1:pos:R:3:mulliken_charge:R:1
H 2.09 -2.20 -2.09 0.392
H 1.29 -0.65 -2.38 0.300
H -2.36 -0.15 0.73 0.382
H -2.08 -0.57 -0.97 0.338
H 1.30 0.89 -0.17 0.228
C 0.57 -1.72 -0.62 -0.570
H -1.55 2.41 2.26 0.327
C 1.67 -1.32 -1.60 -1.193
H 1.03 -2.36 0.15 0.262
H -0.83 2.75 0.23 0.334
H 2.49 -0.83 -1.07 0.285
C -0.33 2.00 0.85 0.041
H -2.04 -1.80 0.30 0.400
H -0.11 -2.40 -1.14 0.359
H 1.26 1.92 1.93 0.319
H -0.01 -0.74 1.29 0.241
C -1.77 -0.77 0.06 -1.619
C -0.27 -0.55 0.25 0.915
O 0.78 2.63 1.46 -0.563
H -0.16 1.05 -1.18 0.346
O -1.18 1.60 1.89 -0.515
C 0.21 0.80 -0.18 -1.009
```

***

A 5-piece molecular cluster, C6H20ClO8 overall, computed with ωB97M-V/def2-TZVPD.

Properties
Charge: -1
Energy above the lowest of the compared OMol25 structures with the same formula, charge and spin, kcal/mol: 6.64
LUMO energy, eV: 2.65

```
35
Properties=species:S:1:pos:R:3:mulliken_charge:R:1
O -7.33 -1.58 2.93 -0.631
O -4.31 -0.35 5.85 -0.648
C 7.13 0.93 1.20 0.719
O -1.71 -0.81 1.68 -0.636
H -3.82 0.04 6.58 0.304
Cl -0.36 -1.26 1.74 1.633
O -0.08 -1.81 3.05 -0.697
H 7.04 0.85 2.28 0.185
H -5.91 0.00 -3.46 0.309
H -6.65 -1.21 2.35 0.325
O 0.55 -0.19 1.55 -0.650
H 5.64 2.13 0.90 0.299
O 6.59 2.18 0.76 -0.596
C -3.83 0.68 -4.90 -1.339
H 5.52 0.36 -0.09 0.326
H -5.23 1.43 -2.75 0.354
H -2.87 0.57 -5.41 0.307
H 5.48 -0.53 1.42 0.363
H 9.10 -0.03 0.92 0.358
C -5.09 0.36 -2.84 -1.217
H -7.94 -2.01 2.34 0.306
O -3.49 -1.29 -3.40 -0.589
C 8.59 0.91 0.72 -1.260
H 8.61 1.16 -0.34 0.320
H -2.99 0.61 -2.94 0.250
H -3.01 -1.42 -2.58 0.335
H -3.67 -0.41 5.14 0.343
H 9.10 1.77 1.16 0.314
H -4.11 1.73 -4.79 0.355
C -3.80 0.13 -3.51 0.561
C 6.15 -0.09 0.68 -1.317
H -5.13 0.08 -1.78 0.313
H 6.59 -1.01 0.29 0.290
H -4.65 0.37 -5.56 0.361
O -0.12 -2.29 0.83 -0.649
```

***

An isolated ion of composition C5H12IN2 and charge +1, computed with ωB97M-V/def2-TZVPD.

Properties
Charge: +1
Multiplicity: 3
Energy above the lowest of the compared OMol25 structures with the same formula, charge and spin, kcal/mol: 8.55
LUMO energy (spin up / spin down), eV: -2.78 / -7.47

```
20
Properties=species:S:1:pos:R:3:mulliken_charge:R:1
C 1.28 0.73 -0.29 0.279
H 2.14 0.62 -0.95 0.431
C 0.08 0.01 -0.78 -0.472
N 0.76 -0.46 0.34 -0.112
C 1.26 2.01 0.49 -1.431
N -1.45 0.38 -0.33 -0.160
I -4.35 -0.19 0.19 0.316
C 1.42 -1.74 0.48 -0.865
H 1.23 2.87 -0.19 0.342
H -1.96 -1.41 0.65 0.373
H -1.35 0.86 0.57 0.416
C -2.30 -0.80 -0.19 -1.033
H 2.15 -1.65 1.28 0.307
H 0.68 -2.48 0.77 0.256
H -2.30 -1.39 -1.11 0.447
H 1.92 -2.07 -0.43 0.374
H 0.43 2.06 1.18 0.377
H 0.02 -0.49 -1.74 0.438
H 2.18 2.08 1.06 0.340
H -1.84 1.04 -1.01 0.376
```

***

C2H8N4O2Sn as an isolated structure, computed with ωB97M-V/def2-TZVPD.

Properties
Charge: +2
Energy above the lowest of the compared OMol25 structures with the same formula, charge and spin, kcal/mol: 54.39
LUMO energy, eV: -9.00

```
17
Properties=species:S:1:pos:R:3:mulliken_charge:R:1
H -3.08 -1.23 0.31 0.227
N -2.53 -0.64 -0.31 -0.382
N -2.21 -2.55 -1.40 -0.356
H 2.25 1.39 2.57 0.252
N 1.75 2.67 0.83 -0.337
Sn 1.01 -0.71 -1.25 0.980
C -1.73 -1.31 -1.12 0.732
H 2.02 2.87 1.79 0.210
H -2.57 0.36 -0.36 0.264
O 1.84 0.80 -0.48 -0.545
O -0.76 -0.87 -1.70 -0.401
N 2.44 0.86 1.72 -0.368
H 2.31 -0.13 1.83 0.265
H -3.08 -2.97 -1.09 0.214
H 1.99 3.21 0.01 0.271
C 1.93 1.36 0.60 0.729
H -1.58 -3.12 -1.96 0.244
```

***

- Which value of charge does entry 8 give?
  +2